{"formula": "C62H114N14O6", "method": "ωB97M-V with the def2-TZVPD basis set", "elements": ["C", "C", "C", "C", "N", "H", "H", "H", "H", "H", "H", "H", "C", "C", "C", "C", "N", "H", "H", "H", "H", "H", "H", "H", "C", "C", "C", "C", "N", "H", "H", "H", "H", "H", "H", "H", "C", "C", "C", "C", "N", "H", "H", "H", "H", "H", "H", "H", "C", "C", "C", "C", "N", "H", "H", "H", "H", "H", "H", "H", "C", "C", "C", "C", "N", "H", "H", "H", "H", "H", "H", "H", "C", "C", "C", "C", "N", "H", "H", "H", "H", "H", "H", "H", "C", "O", "C", "C", "N", "C", "C", "O", "C", "H", "H", "H", "H", "H", "H", "H", "H", "H", "H", "H", "H", "H", "H", "H", "C", "O", "C", "C", "N", "C", "C", "O", "C", "H", "H", "H", "H", "H", "H", "H", "H", "H", "H", "H", "H", "H", "H", "H", "C", "O", "C", "C", "N", "C", "C", "O", "C", "H", "H", "H", "H", "H", "H", "H", "H", "H", "H", "H", "H", "H", "H", "H", "N", "C", "C", "C", "C", "H", "H", "H", "H", "H", "N", "C", "C", "C", "C", "H", "H", "H", "H", "H", "N", "C", "C", "C", "C", "H", "H", "H", "H", "H", "N", "C", "C", "C", "C", "H", "H", "H", "H", "H"], "xyz": [[1.9201, -8.1884, -1.0533], [2.7451, -6.9139, -1.3275], [2.2853, -5.7397, -0.4577], [0.8341, -5.5631, -0.5746], [-0.2962, -5.3924, -0.6755], [2.3861, -9.0458, -1.5377], [0.8864, -8.0162, -1.3433], [1.9310, -8.4566, 0.0064], [2.6161, -6.6758, -2.3842], [3.8094, -7.0338, -1.1342], [2.7747, -4.7971, -0.7124], [2.4703, -5.8821, 0.6087], [3.9663, -3.1815, 2.6105], [4.0802, -4.6583, 2.9428], [5.3247, -5.3247, 2.3779], [5.4133, -5.3203, 0.9066], [5.4990, -5.2864, -0.2393], [3.8436, -3.0571, 1.5291], [4.8290, -2.5517, 2.8342], [3.0599, -2.7592, 3.0399], [3.1930, -5.1803, 2.5795], [4.1249, -4.8195, 4.0219], [5.3429, -6.3682, 2.6975], [6.2401, -4.8284, 2.7085], [-1.5161, 5.9982, -4.9484], [-2.8434, 5.2516, -4.8464], [-2.9022, 4.2134, -3.7554], [-3.9954, 3.2408, -3.9153], [-4.8273, 2.4551, -4.0121], [-0.6990, 5.2836, -5.0813], [-1.2325, 6.5652, -4.0574], [-1.5809, 6.6795, -5.7952], [-3.0425, 4.7494, -5.7971], [-3.6378, 6.0003, -4.7733], [-3.0972, 4.6322, -2.7602], [-1.9521, 3.6831, -3.6619], [-2.3368, -8.0115, 4.0761], [-2.0240, -6.5213, 4.0131], [-1.3514, -6.0259, 2.7412], [0.0611, -6.4734, 2.5571], [1.1594, -6.8078, 2.4360], [-2.7963, -8.1991, 5.0511], [-1.5434, -8.7385, 3.9077], [-3.1445, -8.3126, 3.3996], [-1.4091, -6.2412, 4.8693], [-2.9801, -6.0064, 4.1207], [-1.2962, -4.9394, 2.8125], [-1.8603, -6.3173, 1.8244], [-4.6410, -3.9437, -4.5722], [-3.7306, -4.1367, -3.3587], [-2.3312, -3.5330, -3.6377], [-2.4047, -2.1581, -4.1067], [-2.4271, -1.0823, -4.5053], [-4.1535, -4.2542, -5.4972], [-4.9799, -2.9126, -4.6883], [-5.5829, -4.4775, -4.4263], [-3.6228, -5.1803, -3.0781], [-4.1757, -3.5508, -2.5552], [-1.8206, -4.1156, -4.4111], [-1.6569, -3.6167, -2.7822], [-2.4517, 0.9714, 3.5260], [-1.0949, 0.4187, 3.0730], [-0.2349, 1.6073, 2.5880], [1.1284, 1.2526, 2.2000], [2.1959, 0.9715, 1.8762], [-2.2523, 1.7485, 4.2675], [-3.1455, 0.2264, 3.9076], [-2.9374, 1.4724, 2.6864], [-1.2032, -0.2935, 2.2511], [-0.5526, -0.1314, 3.8420], [-0.1505, 2.3088, 3.4237], [-0.7104, 2.1651, 1.7805], [0.6675, 7.7076, -7.1722], [2.1322, 7.6025, -6.7107], [2.3529, 6.9516, -5.3413], [1.8087, 5.5882, -5.2667], [1.3789, 4.5270, -5.2732], [0.7066, 8.2837, -8.0934], [0.0993, 8.3076, -6.4573], [0.2422, 6.7078, -7.2076], [2.6312, 8.5720, -6.7502], [2.6712, 7.0163, -7.4627], [1.7173, 7.5419, -4.6723], [3.3835, 6.9108, -4.9986], [0.1524, 2.4661, -2.9074], [-0.3490, 2.0227, -1.6639], [-1.5018, 1.1818, -1.7506], [-0.9949, -0.2504, -1.6994], [-0.3955, -0.5552, -0.4104], [0.1639, -1.9032, -0.4454], [0.8102, -2.3081, 0.8531], [-0.1523, -2.7400, 1.8078], [0.4323, -2.8874, 3.0921], [-0.6400, 2.8353, -3.5606], [0.7659, 1.6828, -3.3655], [0.7904, 3.3279, -2.7110], [-2.1071, 1.3848, -2.6397], [-2.1404, 1.4382, -0.9015], [-0.2792, -0.4374, -2.5115], [-1.8533, -0.8962, -1.8974], [0.4032, 0.0640, -0.2884], [0.9124, -1.9957, -1.2463], [-0.4907, -2.7227, -0.7662], [1.4115, -1.4807, 1.2504], [1.5476, -3.0904, 0.6187], [-0.3624, -2.8222, 3.8334], [1.1218, -2.0656, 3.3027], [0.9488, -3.8508, 3.1537], [1.8157, -0.1673, 5.8130], [0.7941, -1.1136, 5.9405], [-0.1007, -0.8277, 6.9935], [-1.2482, -1.8400, 7.0174], [-0.8722, -3.1328, 7.5579], [-0.0215, -3.8732, 6.6383], [0.2227, -5.2875, 7.1103], [0.6092, -6.1354, 6.0403], [1.9661, -5.9476, 5.7024], [1.4354, 0.8348, 5.5689], [2.4838, -0.4569, 5.0015], [2.4098, -0.0692, 6.7313], [-0.5227, 0.1763, 6.8688], [0.3837, -0.8518, 7.9767], [-1.6987, -1.8983, 6.0173], [-1.9672, -1.4320, 7.7333], [-1.6763, -3.7210, 7.7390], [0.9414, -3.3919, 6.4706], [-0.4357, -3.9484, 5.6185], [-0.6309, -5.7379, 7.6202], [1.0380, -5.2625, 7.8441], [2.3002, -6.7527, 5.0559], [2.5784, -5.9549, 6.6131], [2.1902, -4.9714, 5.2622], [-0.5962, 5.2575, -0.3677], [0.6966, 5.6268, 0.0549], [1.6953, 4.9728, -0.6879], [3.0768, 5.3218, -0.1751], [3.2140, 6.7553, 0.0791], [4.4744, 7.0625, 0.7491], [4.6029, 8.5508, 0.9302], [3.5994, 8.9164, 1.8770], [3.6980, 10.2348, 2.3305], [-0.7614, 4.1843, -0.2367], [-0.6989, 5.4985, -1.4322], [-1.3456, 5.7923, 0.2055], [1.6357, 5.3136, -1.7302], [1.5114, 3.8963, -0.6136], [3.8007, 5.0311, -0.9405], [3.2794, 4.7765, 0.7606], [2.4560, 6.9492, 0.7286], [5.3093, 6.6860, 0.1520], [4.4515, 6.5382, 1.7149], [4.3661, 9.0558, -0.0129], [5.5952, 8.8705, 1.2644], [3.6070, 10.9568, 1.5108], [4.5770, 10.3938, 2.9680], [2.8544, 10.4267, 3.0007], [-3.6251, 2.7337, -7.1349], [-2.8439, 3.7157, -7.6763], [-1.6026, 3.6135, -7.0888], [-1.6265, 2.5447, -6.1907], [-2.8710, 1.9597, -6.2846], [-4.5672, 2.5039, -7.3880], [-3.1887, 4.4078, -8.4258], [-0.7608, 4.2442, -7.3296], [-0.8367, 2.2213, -5.5360], [-3.3437, 1.1703, -5.7241], [3.6206, -2.4286, -2.1828], [4.3202, -2.4179, -1.0111], [4.1760, -1.1604, -0.4721], [3.3657, -0.4061, -1.3423], [2.9455, -1.2375, -2.3624], [3.6953, -3.1829, -2.8413], [4.9677, -3.2317, -0.7311], [4.6143, -0.7867, 0.4398], [2.9760, 0.5971, -1.2611], [2.3167, -1.0603, -3.2172], [-2.7695, -3.1460, 0.8011], [-3.3184, -4.3017, 0.3208], [-4.6843, -4.1368, 0.1933], [-4.9540, -2.8693, 0.7485], [-3.7827, -2.2457, 1.0344], [-1.7733, -2.9789, 0.8913], [-2.7295, -5.1485, 0.0070], [-5.4071, -4.8553, -0.1539], [-5.9431, -2.4395, 0.8272], [-3.5900, -1.2370, 1.3599], [-4.9386, 5.0804, 0.2102], [-3.7800, 4.8217, 0.9050], [-3.4397, 3.5188, 0.6219], [-4.2692, 3.0775, -0.4230], [-5.2259, 4.0586, -0.6378], [-5.5011, 5.9021, 0.3320], [-3.3643, 5.5428, 1.5876], [-2.5772, 2.9999, 1.0082], [-4.2556, 2.1265, -0.9314], [-6.0027, 4.1369, -1.3788]], "forces_ev_per_angstrom": [[0.862, 0.241, 0.548], [-0.260, -0.332, 0.308], [-0.453, 0.150, -0.042], [0.262, 0.433, 0.004], [-0.216, -0.064, -0.053], [-0.344, 0.041, -0.421], [-0.029, -0.332, -0.195], [-0.082, 0.273, 0.090], [0.134, 0.236, -0.011], [-0.006, -0.233, -0.094], [-0.044, -0.030, -0.197], [0.114, -0.355, -0.071], [-0.257, 0.150, -0.848], [0.119, 0.284, 0.195], [0.259, -0.254, -0.520], [-0.137, 0.060, 0.111], [0.044, -0.211, 0.213], [-0.079, -0.098, 0.015], [0.061, -0.233, 0.479], [0.239, 0.103, 0.198], [0.001, -0.046, 0.101], [-0.077, 0.045, 0.005], [0.201, 0.013, 0.005], [-0.054, -0.071, 0.255], [0.038, -0.596, 0.227], [-0.379, 0.711, -0.605], [-0.567, -0.117, 1.059], [0.377, 0.043, 0.035], [-0.222, 0.128, 0.126], [-0.298, 0.202, -0.290], [-0.371, 0.130, 0.115], [0.215, -0.001, 0.010], [0.191, 0.302, 0.427], [-0.188, -0.168, 0.411], [0.208, 0.249, -0.016], [-0.472, 0.082, -0.221], [-0.995, -0.382, 0.202], [0.053, -0.627, 0.069], [1.004, -0.003, -0.085], [-0.116, -0.132, 0.402], [-0.592, 0.196, 0.071], [0.357, -0.180, 0.118], [0.388, 0.381, 0.149], [0.154, 0.324, -0.320], [0.040, -0.015, -0.088], [0.068, 0.205, -0.140], [-0.107, 0.078, -0.425], [-0.264, 0.156, 0.044], [-0.441, -0.180, 0.149], [0.136, 1.265, -0.514], [0.007, -0.843, 0.020], [0.227, 0.055, -0.041], [-0.113, 0.128, -0.025], [-0.164, -0.120, -0.058], [0.450, 0.149, 0.023], [0.180, -0.340, -0.163], [-0.021, -0.009, 0.108], [0.084, -0.406, 0.392], [-0.144, 0.059, -0.166], [-0.215, 0.244, 0.220], [0.583, 0.191, -0.226], [-0.056, -0.043, -0.697], [-0.040, -0.052, 0.657], [0.006, -0.099, -0.285], [-0.117, -0.001, 0.135], [-0.329, -0.099, 0.240], [0.136, -0.087, 0.143], [-0.061, -0.065, -0.011], [-0.093, 0.088, -0.083], [-0.086, 0.164, 0.331], [0.069, 0.105, -0.042], [0.030, -0.193, -0.161], [1.085, 0.537, 0.996], [0.583, -0.572, -0.845], [-1.231, 0.151, 0.123], [0.456, 0.393, -0.408], [0.042, -0.455, 0.107], [-0.481, -0.477, -0.339], [-0.099, -0.095, 0.031], [-0.233, 0.132, -0.519], [-0.163, 0.107, 0.346], [-0.027, -0.070, 0.019], [0.465, -0.043, 0.489], [0.031, 0.297, -0.035], [0.418, 0.128, 0.406], [-0.503, 0.693, 0.115], [0.769, -0.147, 0.099], [-0.859, 0.189, -0.065], [-0.286, -0.652, -0.043], [0.543, -0.505, -0.367], [0.619, 0.010, -0.354], [0.529, 0.380, -0.033], [-0.399, 0.099, -0.173], [0.353, -0.560, -0.065], [-0.199, 0.089, -0.363], [0.109, -0.124, 0.003], [0.251, -0.094, -0.218], [0.199, -0.305, 0.140], [-0.046, 0.169, -0.202], [0.089, -0.228, 0.288], [-0.083, 0.114, 0.051], [0.346, 0.249, 0.226], [-0.806, 0.532, 0.331], [-0.186, 0.088, 0.093], [-0.208, -0.248, 0.265], [-0.030, -0.160, -0.048], [0.027, -0.022, -0.022], [0.094, 0.006, 0.179], [0.449, 0.547, 0.017], [-0.100, -0.158, -0.053], [-0.492, -0.334, 0.126], [-0.008, 0.446, 0.618], [0.870, -0.288, -0.450], [-0.042, -0.345, -0.613], [0.618, -0.150, 0.345], [0.094, 0.049, 0.060], [0.427, 0.132, 0.552], [-0.169, -0.063, 0.031], [-0.109, -0.170, 0.009], [-0.063, -0.111, 0.004], [-0.026, 0.075, -0.132], [0.278, -0.039, -0.072], [-0.059, 0.010, -0.033], [-0.209, 0.119, -0.304], [-0.227, 0.306, 0.038], [-0.093, 0.277, 0.361], [-0.334, 0.019, 0.110], [-0.232, 0.034, -0.278], [-0.098, -0.127, 0.160], [-0.188, 0.041, -0.199], [0.027, -0.269, 0.095], [-0.346, -0.009, -0.399], [0.275, -0.175, -0.254], [0.014, 0.330, 0.666], [-0.026, 0.213, -0.169], [0.101, 0.230, 0.466], [-0.365, -0.265, -0.370], [-0.417, -0.347, -0.140], [-0.672, 0.245, 0.299], [0.263, -0.212, 0.075], [-0.584, 0.249, 0.532], [0.004, -0.047, -0.094], [-0.246, -0.037, -0.078], [0.141, 0.190, 0.069], [-0.147, -0.197, -0.141], [0.236, -0.129, -0.286], [0.054, -0.198, 0.140], [0.066, -0.283, -0.174], [0.066, 0.485, -0.143], [-0.047, -0.027, -0.003], [0.592, 0.231, 0.154], [0.199, -0.039, -0.120], [0.039, -0.137, 0.138], [0.389, 0.035, 0.024], [0.279, 0.092, -0.463], [-0.086, -0.183, -0.175], [0.393, -0.618, -0.108], [0.509, -0.111, -0.173], [0.108, 0.579, -1.184], [-0.250, -1.014, 0.173], [-0.310, 0.647, 0.227], [-0.088, 0.124, -0.050], [-0.159, -0.067, 0.032], [-0.008, 0.010, 0.129], [0.119, -0.104, -0.171], [0.250, -0.091, -0.084], [-0.580, -0.318, -0.117], [0.380, 0.783, -0.158], [0.272, 0.106, 0.314], [-1.411, -0.083, -0.659], [1.462, -0.112, 0.161], [-0.271, 0.002, -0.071], [-0.203, 0.044, -0.064], [0.014, -0.113, 0.012], [0.235, 0.069, 0.381], [0.025, -0.010, -0.048], [-0.380, -0.178, -0.313], [-0.355, -0.315, -0.770], [0.764, -0.185, 0.954], [-1.389, 0.511, -0.674], [0.747, -0.059, 0.322], [-0.289, 0.019, 0.296], [0.248, 0.218, 0.078], [0.071, -0.091, 0.000], [0.135, 0.133, 0.039], [0.095, -0.058, 0.116], [0.495, 0.685, -0.074], [-0.962, -0.576, 0.503], [0.998, 0.577, -0.340], [-1.293, -0.099, -0.221], [0.646, -0.593, 0.004], [0.089, 0.112, -0.153], [-0.083, -0.066, 0.109], [-0.023, 0.049, -0.005], [0.059, 0.048, 0.006], [-0.133, -0.120, 0.129]], "spin_multiplicity": 1, "homo_energy_ev": -7.69}